The following is a quantum chemistry calculation of a gas-phase ion, C7H16NOSi (charge +1), from the OMol25 dataset.

Each line ends with the natural charge from an NBO analysis.
Geometry (Å):
C 3.72 -1.65 -0.24  -0.2619
C 2.92 -0.59 0.08  -0.7060
C -0.11 -1.66 -0.25  0.4023
C -0.14 -3.02 0.25  -0.7620
C -2.60 2.26 -1.36  -0.6217
C -2.03 2.23 0.09  -0.2149
C 0.26 1.28 0.74  -0.5806
N -1.11 1.02 0.16  -0.5584
O -0.65 -1.16 -1.23  -0.5828
Si 1.33 -0.48 1.01  1.0645
H 4.70 -1.55 -0.78  0.2251
H 3.54 -2.67 0.13  0.1975
H 3.28 0.35 -0.15  0.2260
H 0.48 -3.21 1.05  0.2274
H 0.28 -3.64 -0.46  0.2655
H -1.15 -3.35 0.54  0.2647
H -1.73 2.33 -2.03  0.2143
H -3.08 1.30 -1.49  0.2186
H -3.30 3.08 -1.50  0.2578
H -2.81 2.18 0.78  0.2228
H -1.49 3.14 0.24  0.2204
H 0.72 2.03 0.22  0.2274
H 0.17 1.63 1.74  0.2324
H -1.11 0.72 -0.87  0.4919
H -1.40 0.22 0.82  0.4485
H 1.32 -0.78 2.51  -0.1188

Results
HOMO	-12.23	eV
calculated total energy	-695.4568	a.u.
energy relative to the best compared isomer or geometry (same formula, charge and spin)	53.6	kcal/mol
Kohn-Sham gap	9.003	eV
molar mass	158.30	g mol⁻¹
strongest force on any atom	3.3	eV/A
net charge	+1